# C23H44NP3RhSe

A structure of composition C23H44NP3RhSe at a distorted geometry (ωB97M-V/def2-TZVPD, OMol25).

XYZ file:
```
73
Properties=species:S:1:pos:R:3:forces:R:3
Rh -0.321596 0.450894 0.024907 1.165 1.152 1.670
P 0.497460 -1.580714 0.780688 0.773 -1.961 1.924
P 1.966595 1.175016 -0.029129 0.928 0.800 -0.122
P -2.145686 -0.611321 -0.694478 -1.206 -0.501 -0.854
H -0.513409 4.698890 -5.105917 0.198 -0.095 0.423
C -1.396763 4.793525 -4.480197 -0.004 0.083 0.098
C -1.574487 4.319032 -3.251051 -1.081 0.541 0.015
H -0.844627 3.791829 -2.660171 0.366 -0.218 -0.098
C 1.336747 -2.657449 -0.429864 0.078 -0.089 -0.285
C 1.721166 -1.511793 2.162161 0.283 -0.082 0.095
C -0.593638 -2.828526 1.591204 -0.159 -0.185 -0.122
C 2.005854 2.606671 -1.144597 0.275 0.017 -0.176
C 2.618704 1.855065 1.562412 -0.244 -0.159 0.107
C 3.372850 0.152838 -0.589399 0.091 -0.056 -0.141
C -2.895213 0.552299 -1.840614 -0.481 -0.204 -0.168
C -3.336369 -0.860569 0.668345 0.122 0.122 -0.002
C -2.070358 -2.182224 -1.587167 -0.117 -0.015 -0.121
H -2.168003 5.383210 -4.949704 -0.263 0.003 -0.004
H -2.539206 4.524603 -2.737647 0.799 -0.170 -0.380
H 1.592727 -3.624704 0.015511 -0.045 0.203 0.092
H 2.256622 -2.209779 -0.805245 -0.096 0.017 0.025
H 0.679816 -2.860439 -1.276723 -0.015 0.053 -0.020
H 1.896330 -2.510524 2.580003 -0.144 0.074 -0.214
H 1.378322 -0.886357 2.989826 -0.165 0.018 -0.148
H 2.698603 -1.135919 1.863979 -0.077 0.047 -0.090
H -0.022884 -3.750162 1.765884 -0.021 0.266 -0.043
H -1.452757 -3.099399 0.979778 0.013 0.003 0.125
H -0.956711 -2.487773 2.565004 0.052 0.027 -0.143
H 3.017037 3.030530 -1.183633 -0.203 0.043 -0.011
H 1.293015 3.374511 -0.818618 0.179 -0.184 -0.109
H 1.728706 2.253340 -2.144177 0.028 0.224 0.106
H 3.682814 2.105352 1.421092 -0.367 -0.077 -0.040
H 2.538363 1.121505 2.378004 0.022 0.261 -0.305
H 2.077660 2.764960 1.860231 0.132 -0.310 -0.173
H 4.279225 0.764036 -0.664940 -0.222 0.087 0.073
H 3.180696 -0.262987 -1.578726 -0.033 -0.019 0.017
H 3.595927 -0.665663 0.097976 -0.101 0.127 -0.104
H -3.895886 0.188189 -2.085965 -0.100 0.290 -0.181
H -2.280912 0.589201 -2.745944 -0.141 0.087 0.107
H -2.938852 1.544500 -1.379505 -0.103 -0.167 -0.169
H -4.262914 -1.233895 0.215851 0.074 0.060 0.151
H -3.531723 0.092718 1.175859 0.002 -0.219 -0.160
H -2.971225 -1.587265 1.405061 -0.123 0.216 -0.275
H -3.088424 -2.453060 -1.889217 0.130 -0.047 0.043
H -1.652491 -2.986934 -0.972856 -0.110 0.198 -0.318
H -1.473700 -2.032392 -2.493525 -0.031 -0.147 0.150
C 0.678252 -0.453683 -5.470025 0.820 -1.193 0.291
C 0.246646 0.780607 -4.940459 -0.697 1.294 -0.533
C -0.451102 1.678156 -5.784157 0.824 -0.987 0.805
C -0.681249 1.336524 -7.134517 0.012 -0.275 -0.143
C -0.208399 0.115173 -7.635219 0.244 -0.463 -0.182
C 0.486701 -0.772433 -6.820284 -0.915 0.338 -1.336
Se 1.630417 -1.871596 -4.600076 -0.548 1.949 -0.268
H 2.119156 -0.851681 -3.659357 0.107 -0.397 0.426
H 0.460102 1.056471 -3.905872 -0.151 -0.121 -0.268
H -0.806547 2.640022 -5.424767 0.111 -0.309 0.177
H -1.223383 2.008188 -7.820574 0.314 -0.297 0.568
H -0.397230 -0.127005 -8.679750 0.169 -0.014 0.225
H 0.897091 -1.704514 -7.212610 -0.294 0.259 -0.059
C -1.122494 3.323947 5.615628 0.120 0.291 0.209
C -0.975059 2.639569 4.310971 -0.630 0.131 0.255
C -1.161909 1.245572 4.257384 0.180 -0.435 -1.458
C -1.059647 0.644780 3.002150 -0.022 0.193 0.942
N -0.861563 1.370008 1.900861 0.755 -0.752 -1.026
C -0.689634 2.693436 1.941249 -0.227 0.386 0.597
C -0.781174 3.396422 3.140443 0.320 -0.686 -0.958
H -2.201504 3.466426 5.776298 0.292 0.082 0.227
H -0.702395 2.722975 6.427903 -0.208 0.159 -0.069
H -0.624111 4.295126 5.582939 -0.201 -0.058 0.213
H -1.396379 0.599113 5.108413 0.276 0.594 -0.066
H -1.062363 -0.435808 2.837590 -0.358 0.440 0.329
H -0.435797 3.129295 0.971888 -0.334 0.311 0.380
H -0.676594 4.488025 3.092698 -0.017 -0.555 0.476
```
Forces are in eV/Å.

Summary:
HOMO-LUMO gap (spin up / spin down), eV: 7.2 / 5.0
Charge: +3
Calculated total energy, eV: -122248.142
Spin multiplicity: 5

=====

# F2N2O

An isolated molecule of F2N2O at a distorted geometry (ωB97M-V/def2-TZVPD, OMol25).

XYZ file:
```
5
Properties=species:S:1:pos:R:3:forces:R:3
N -0.043891 0.169409 0.380158 0.520 -1.378 -2.534
N 0.661025 -0.099230 -0.688779 -0.018 -0.130 0.105
O -1.182427 0.015092 0.527511 -0.734 0.470 1.416
F 0.799309 0.633560 1.561442 -1.065 -0.681 -2.339
F -0.234016 -0.718831 -1.780332 1.297 1.719 3.352
```
Forces are in eV/Å.

Summary:
Relative energy (zero: lowest compared OMol25 entry of this formula, charge and spin), kJ/mol: 17.26
SMILES: [O-]/[N+](F)=N\F
HOMO-LUMO gap, eV: 10.2
Calculated total energy, eV: -10455.471
Spin multiplicity: 1

=====

# C13H19N

A cluster of 2 separate species, C13H19N in total (ωB97M-V/def2-TZVPD, OMol25).

XYZ file:
```
33
Properties=species:S:1:pos:R:3:forces:R:3
C -3.498292 -2.166444 2.223756 0.125 0.173 0.295
C -2.070468 -0.069277 1.587483 0.149 0.200 -0.244
C -3.273883 -0.696999 2.060324 0.052 0.207 -0.211
C -2.298269 1.324493 1.543168 -0.323 -0.338 0.256
C -4.155991 0.317474 2.285568 0.055 -0.708 0.146
C 0.148451 0.337698 0.756569 -0.313 -0.178 0.360
C -0.105285 1.713697 0.744316 -0.005 0.350 -0.029
C -0.821881 -0.551777 1.183856 0.153 0.085 -0.006
C -1.323894 2.228093 1.140198 -0.042 -0.055 -0.136
N -3.591775 1.527863 1.975701 -0.019 0.699 -0.007
H 1.119455 -0.039739 0.484415 0.154 0.014 -0.127
H 0.659467 2.412228 0.430049 0.104 -0.098 -0.050
H -0.599231 -1.608232 1.230048 -0.021 -0.117 -0.060
H -1.529140 3.289491 1.111158 0.071 0.065 0.026
H -4.121875 -2.341219 3.100721 -0.085 -0.187 -0.087
H -2.546716 -2.669461 2.393639 0.009 -0.053 0.045
H -5.157244 0.211903 2.665100 -0.137 0.282 -0.004
H -4.015510 2.430558 2.148171 0.165 -0.383 -0.108
H -3.956269 -2.632170 1.352283 -0.085 0.039 -0.048
C 2.531251 -0.130701 -2.111788 -0.283 0.015 0.306
C 2.757152 -0.125803 -3.619911 0.121 -0.205 0.259
C 2.880131 -1.491989 -1.522736 0.263 -0.173 -0.066
C 3.345129 0.961608 -1.424945 0.082 -0.115 -0.123
H 1.474902 0.058806 -1.887095 0.001 0.004 -0.172
H 3.786296 -0.451323 -3.798335 -0.003 0.095 -0.191
H 3.926522 -1.747491 -1.725916 0.006 0.127 0.058
H 2.746700 -1.500327 -0.439785 -0.043 -0.049 0.006
H 2.291684 -2.302583 -1.953050 -0.179 0.051 -0.004
H 2.989813 1.953574 -1.708082 0.130 0.024 -0.064
H 3.299446 0.886871 -0.337405 -0.083 -0.031 0.029
H 4.394151 0.848899 -1.711564 0.046 0.188 0.017
H 2.620025 0.860132 -4.062009 -0.045 0.028 -0.006
H 2.095153 -0.837856 -4.113917 -0.022 0.043 -0.063
```
Forces are in eV/Å.

Summary:
Relative energy (zero: lowest compared OMol25 entry of this formula, charge and spin), kJ/mol: 0.00
SMILES: Cc1c[nH]c2ccccc12.CC(C)C
HOMO-LUMO gap, eV: 8.7
Calculated total energy, eV: -15279.812
Spin multiplicity: 1

=====

# C3H7N2O

A cluster of 2 separate species, C3H7N2O in total at a distorted geometry (ωB97M-V/def2-TZVPD, OMol25).

XYZ file:
```
13
Properties=species:S:1:pos:R:3:forces:R:3
C 1.949852 -0.641763 0.293957 0.166 0.062 -0.882
C 1.607363 0.631529 0.850473 -0.515 -0.001 0.956
N 0.469993 1.011574 0.269561 0.352 -0.558 -0.354
C 0.135711 0.099822 -0.697346 -0.852 0.844 0.384
N 1.020365 -0.898661 -0.663750 0.608 -0.475 0.981
H 2.819102 -1.258713 0.497959 -0.128 -0.154 0.055
H 2.043011 1.107570 1.723342 0.136 0.224 -0.192
H -0.136144 1.780953 0.569804 0.115 0.199 -0.296
H -0.745312 0.251113 -1.319839 -0.122 -0.410 -0.149
H 0.936158 -1.829920 -1.085559 -0.078 0.345 -0.589
H -2.924081 -0.591798 0.188160 0.159 -0.222 -0.263
H -4.027628 0.267487 -0.144841 -0.505 0.638 -0.479
O -3.148394 0.070801 -0.481916 0.664 -0.491 0.827
```
Forces are in eV/Å.

Summary:
Relative energy (zero: lowest compared OMol25 entry of this formula, charge and spin), kJ/mol: 59.13
HOMO-LUMO gap (spin up / spin down), eV: 8.4 / 4.2
Charge: +2
Calculated total energy, eV: -8231.175
Spin multiplicity: 2

=====

> Among the records above, which one has the highest calculated total energy?

C3H7N2O